1.
C2H11NO3 | the ωB97M-V functional and the def2-TZVPD basis

The geometry in XYZ format:
```
17
Properties=species:S:1:pos:R:3
C 0.744 -2.207 0.774
C -0.357 -0.159 0.777
N 0.023 -1.144 0.114
H -0.001 -2.919 1.102
H 1.429 -1.954 1.583
H 1.292 -2.786 0.027
H -0.951 0.648 0.348
H -0.119 0.030 1.832
H -0.901 -1.899 -2.749
H 0.304 -0.943 -2.639
O -0.280 -1.382 -3.266
H 3.279 1.103 -1.794
H 2.068 0.861 -2.607
O 2.823 0.367 -2.228
H -3.266 3.522 3.045
H -2.308 4.418 3.823
O -3.026 3.787 3.945
```

Output
Relative energy (zero: lowest compared OMol25 entry of this formula, charge and spin): 1.395 eV
Charge: 0
Structure (SMILES): C=NC.O.O.O
LUMO energy: 0.5 eV
Calculated total energy: -363.22312 Ha
HOMO energy: -9.973 eV
HOMO-LUMO gap: 10.46 eV

Results of the Mulliken charge analysis, in e, for atoms 1 through 8: C -0.875; C -0.342; N -0.204; H 0.339; H 0.339; H 0.266; H 0.256; H 0.231

2.
C30H53Cl6FO7 | the ωB97M-V functional and the def2-TZVPD basis

The geometry in XYZ format:
```
97
Properties=species:S:1:pos:R:3
F 30.608 9.200 13.788
C 29.834 10.309 13.886
C 28.991 10.423 14.965
C 28.172 11.534 15.058
C 28.213 12.514 14.081
C 29.034 12.361 12.969
C 29.852 11.231 12.875
H 29.055 9.651 15.724
H 27.558 11.629 15.944
H 27.550 13.367 14.154
H 29.055 13.092 12.169
H 30.524 11.074 12.041
C 30.417 12.393 17.656
Cl 30.501 13.222 19.193
Cl 31.276 10.865 17.679
H 29.381 12.188 17.407
H 30.845 13.022 16.884
C 26.212 8.506 15.988
Cl 26.291 7.816 14.369
Cl 24.796 9.534 16.266
H 26.225 7.714 16.727
H 27.084 9.129 16.143
C 32.446 14.475 12.175
Cl 32.501 12.888 11.389
Cl 34.008 15.288 12.118
H 31.718 15.055 11.618
H 32.100 14.368 13.196
C 33.687 9.021 15.087
C 33.949 8.225 16.342
O 33.807 7.030 16.376
C 34.474 9.009 17.528
H 33.196 9.966 15.302
H 33.122 8.420 14.380
H 34.673 9.211 14.647
H 35.468 9.385 17.275
H 34.548 8.356 18.394
H 33.810 9.845 17.747
C 28.084 10.766 20.226
C 27.093 10.776 19.118
O 27.456 10.815 17.964
C 25.635 10.643 19.504
H 29.079 10.957 19.823
H 28.088 9.796 20.725
H 27.846 11.543 20.954
H 24.972 11.078 18.764
H 25.437 11.075 20.481
H 25.441 9.563 19.506
C 22.597 12.799 16.575
C 23.871 13.059 17.343
O 23.871 13.317 18.519
C 25.160 13.001 16.554
H 22.720 11.888 15.987
H 22.421 13.642 15.903
H 21.751 12.714 17.251
H 25.571 14.005 16.462
H 25.001 12.569 15.571
H 25.844 12.351 17.102
C 26.112 10.535 12.232
C 25.033 11.521 12.610
O 25.277 12.678 12.862
C 23.623 10.995 12.658
H 26.716 10.982 11.446
H 25.634 9.624 11.870
H 26.702 10.287 13.110
H 22.943 11.758 13.021
H 23.580 10.102 13.291
H 23.333 10.658 11.658
C 33.981 8.024 9.193
C 32.888 8.874 9.809
O 31.976 9.313 9.147
C 32.958 9.134 11.286
H 33.622 7.661 8.231
H 34.263 7.201 9.847
H 34.852 8.653 8.999
H 33.955 9.027 11.717
H 32.324 8.402 11.801
H 32.579 10.121 11.546
C 28.795 8.336 11.020
C 28.501 7.153 10.142
O 27.825 7.253 9.146
C 29.081 5.818 10.555
H 29.847 8.351 11.312
H 28.157 8.325 11.905
H 28.585 9.248 10.460
H 28.324 5.047 10.413
H 29.427 5.805 11.588
H 29.919 5.577 9.898
C 27.027 16.665 10.447
C 27.981 15.698 11.101
O 28.346 14.686 10.540
C 28.527 16.066 12.462
H 26.092 16.671 11.011
H 26.877 16.379 9.410
H 27.417 17.687 10.466
H 27.819 16.642 13.058
H 29.409 16.684 12.270
H 28.818 15.178 13.017
```

Output
Relative energy (zero: lowest compared OMol25 entry of this formula, charge and spin): 0.000 eV
Charge: 0
Structure (SMILES): Fc1ccccc1.CC(C)=O.CC(C)=O.CC(C)=O.CC(C)=O.CC(C)=O.CC(C)=O.CC(C)=O.ClCCl.ClCCl.ClCCl
LUMO energy: 0.2 eV
Calculated total energy: -4562.58723 Ha
HOMO energy: -9.267 eV
HOMO-LUMO gap: 9.49 eV

Results of the Mulliken charge analysis, in e, for atoms 1 through 8: F -0.490; C -0.331; C -0.516; C 1.072; C -0.144; C -0.314; C -0.721; H 0.950

3.
C36H28I2N7O3PSTi | the ωB97M-V functional and the def2-TZVPD basis

The geometry in XYZ format:
```
79
Properties=species:S:1:pos:R:3
Ti 0.663 0.252 -0.525
N 0.449 -3.143 0.544
P 0.204 -1.723 1.542
C -1.468 -2.042 2.109
C -1.699 -2.934 3.150
C -2.929 -2.935 3.782
C -3.949 -2.072 3.378
C -3.754 -1.300 2.226
C -2.521 -1.246 1.597
C 1.159 -2.045 3.078
C 0.803 -1.322 4.220
C 1.533 -1.439 5.397
C 2.698 -2.217 5.429
C 3.053 -2.945 4.291
C 2.302 -2.833 3.115
C 1.321 -3.052 -0.523
C 1.756 -4.210 -1.209
C 2.762 -4.116 -2.151
C 3.336 -2.851 -2.376
C 2.847 -1.769 -1.667
N 1.809 -1.835 -0.818
H 0.170 -4.099 0.818
H -0.924 -3.614 3.452
H -3.034 -3.643 4.623
H -4.853 -2.040 4.005
H -4.604 -0.754 1.846
H -2.334 -0.643 0.710
H -0.112 -0.690 4.174
H 1.197 -0.878 6.282
H 3.308 -2.284 6.324
H 4.004 -3.510 4.219
H 2.624 -3.306 2.201
H 1.337 -5.186 -0.930
H 3.131 -5.024 -2.568
H 4.203 -2.737 -3.041
H 3.330 -0.805 -1.803
N -5.351 2.356 -4.046
C -4.040 2.664 -3.802
C -3.128 2.579 -4.896
C -1.774 2.618 -4.687
C -1.342 2.807 -3.372
C -2.185 3.214 -2.348
C -3.559 3.093 -2.557
S 0.392 2.739 -3.017
O 1.261 2.635 -4.154
O 0.562 3.817 -2.076
N 0.417 1.257 -2.202
C -0.154 0.172 -2.736
N -0.556 0.109 -4.043
C -1.334 -0.902 -4.412
C -1.659 -1.949 -3.505
C -1.124 -1.922 -2.247
N -0.328 -0.867 -1.890
H -5.651 2.419 -5.022
H -6.027 2.427 -3.299
H -3.534 2.313 -5.857
H -1.018 2.484 -5.493
H -1.784 3.434 -1.338
H -4.201 3.402 -1.755
H -1.632 -0.914 -5.468
H -2.346 -2.755 -3.780
H -1.252 -2.712 -1.535
I -2.474 3.397 2.104
C -0.417 3.396 1.932
C 0.297 4.495 2.394
C 1.651 4.587 2.152
I 2.392 6.447 2.795
C 2.434 3.552 1.510
C 3.852 3.440 1.440
C 4.453 2.265 0.981
C 3.659 1.327 0.304
N 2.316 1.461 0.261
C 1.699 2.436 0.983
C 0.269 2.334 1.235
O -0.446 1.271 0.751
H -0.229 5.234 3.041
H 4.486 4.261 1.856
H 5.519 2.078 1.132
H 4.070 0.486 -0.234
```

Output
Relative energy (zero: lowest compared OMol25 entry of this formula, charge and spin): 1.279 eV
Charge: +1
Spin multiplicity: 2
LUMO energy (alpha / beta): -3.2 / -3.1 eV
Calculated total energy: -4181.97345 Ha
HOMO energy (alpha / beta): -10.057 / -10.109 eV
HOMO-LUMO gap (alpha / beta): 6.90 / 6.97 eV

Results of the Mulliken charge analysis, in e, for atoms 1 through 8: Ti -0.082; N 0.122; P 1.514; C 0.182; C -0.514; C -0.557; C -0.651; C -0.758

4.
CH5PS2 | the ωB97M-V functional and the def2-TZVPD basis

The geometry in XYZ format:
```
9
Properties=species:S:1:pos:R:3
C 0.756 -1.275 0.561
P 0.123 0.609 0.460
S -2.538 1.409 -2.014
S 0.598 1.414 -1.306
H -0.121 -1.733 1.032
H 1.700 -1.533 1.094
H 0.794 -1.601 -0.499
H 1.096 1.367 1.415
H -2.407 1.343 -0.743
```

Output
Relative energy (zero: lowest compared OMol25 entry of this formula, charge and spin): 3.381 eV
Charge: 0
LUMO energy (alpha / beta): -2.1 / -2.3 eV
Calculated total energy: -1178.72261 Ha
HOMO energy (alpha / beta): -9.023 / -9.299 eV
HOMO-LUMO gap (alpha / beta): 6.95 / 6.97 eV

Results of the Mulliken charge analysis, in e, for atoms 1 through 8: C -0.804; P 0.078; S -0.151; S -0.182; H 0.266; H 0.317; H 0.266; H 0.098

5.
C4H12 | the ωB97M-V functional and the def2-TZVPD basis

The geometry in XYZ format:
```
16
Properties=species:S:1:pos:R:3
C -0.530 -0.441 2.431
C -0.578 -1.750 1.715
H 0.494 0.132 2.402
H -1.465 0.068 2.334
H -0.399 -0.900 3.532
H -0.453 -1.541 0.567
H -1.540 -2.330 1.658
H 0.209 -2.459 2.190
C 0.405 1.925 -2.277
C 0.545 0.430 -1.893
H 1.414 2.180 -2.576
H -0.105 2.060 -3.136
H 0.104 2.528 -1.520
H 0.031 0.213 -0.942
H 1.568 0.108 -1.809
H 0.299 -0.223 -2.678
```

Output
Relative energy (zero: lowest compared OMol25 entry of this formula, charge and spin): 1.605 eV
Charge: 0
Structure (SMILES): CC.CC
LUMO energy: 1.1 eV
Calculated total energy: -159.52598 Ha
HOMO energy: -10.687 eV
HOMO-LUMO gap: 11.79 eV

Results of the Mulliken charge analysis, in e, for atoms 1 through 8: C -0.757; C -0.583; H 0.242; H 0.295; H 0.255; H 0.070; H 0.268; H 0.228

- Which of these has the highest charge?
  C36H28I2N7O3PSTi